One molecule with the formula C31H35BrN4O3, computed with ωB97M-V with the def2-TZVPD basis set.

Values from the calculation:
Gap between HOMO and LUMO (eV): 8.38
LUMO level (eV): 0.6
F_max (eV/A): 0.9

Each line ends with the Mulliken charge.
Cartesian coordinates (Å):
C -5.3927 -2.0682 -0.9547  -0.76
O -5.0833 -1.8045 0.3912  -0.46
C -4.4074 -0.6607 0.6924  0.70
C -4.0018 0.2974 -0.2298  -0.30
C -3.3079 1.4181 0.1946  -0.62
C -2.9957 1.6118 1.5322  0.56
C -2.1592 2.7804 1.9692  -1.55
C -0.6745 2.5787 1.5927  -0.06
C -0.1199 1.2209 2.0922  -1.01
N 0.3162 0.5847 0.8801  1.11
C 0.0021 1.3307 -0.2207  -0.80
N 0.2057 0.7915 -1.3655  -0.85
C 0.6343 -0.5709 -1.0728  -0.78
C 0.4646 -0.7867 0.4630  0.68
C -0.7572 -1.6550 0.8149  0.37
C -0.5846 -3.0515 0.2992  -0.51
C 0.3482 -3.9049 0.8754  -0.46
C 0.5404 -5.1825 0.3852  -0.85
C -0.2044 -5.6337 -0.6976  1.04
O -0.0495 -6.8856 -1.2130  -0.56
C -1.1421 -4.7892 -1.2809  -0.93
C -1.3220 -3.5136 -0.7837  0.04
N -0.5271 2.5222 0.1456  0.77
C -0.4747 3.6773 -0.7005  -1.41
C 0.9154 4.3574 -0.6993  0.22
C 0.9987 5.4274 -1.7804  -1.68
N 1.9352 3.3524 -0.9021  -0.19
C 2.5687 2.7898 0.1581  0.04
O 2.5162 3.2469 1.2852  -0.69
C 3.3479 1.5616 -0.1712  0.51
C 3.9064 1.3162 -1.4203  -0.20
C 4.5598 0.1228 -1.6656  -1.09
C 4.6597 -0.8693 -0.6963  1.43
C 5.3241 -2.1761 -0.9814  -1.82
C 4.1098 -0.5904 0.5515  0.23
Br 4.1837 -1.9077 1.9281  -0.15
C 3.4811 0.6058 0.8282  -0.88
C -3.4228 0.6561 2.4501  -0.32
C -4.1193 -0.4614 2.0430  -0.69
H -6.0549 -1.3031 -1.3735  0.33
H -4.4902 -2.1422 -1.5700  0.24
H -5.9057 -3.0285 -0.9564  0.25
H -4.2143 0.1842 -1.2813  0.41
H -3.0016 2.1477 -0.5390  0.18
H -2.2254 2.9083 3.0507  0.51
H -2.5140 3.6972 1.4939  0.44
H -0.0829 3.4066 2.0018  0.65
H -0.8932 0.6407 2.6063  0.40
H 0.7260 1.3661 2.7742  0.24
H 1.6785 -0.7003 -1.3790  0.02
H 0.0281 -1.2731 -1.6487  0.57
H 1.3590 -1.2342 0.9072  -0.35
H -0.8681 -1.6730 1.9025  0.63
H -1.6488 -1.1933 0.3866  -0.72
H 0.9322 -3.5715 1.7209  0.43
H 1.2708 -5.8350 0.8461  0.28
H 0.6215 -7.3620 -0.7097  0.27
H -1.7166 -5.1507 -2.1190  0.43
H -2.0543 -2.8650 -1.2423  0.39
H -0.6985 3.3340 -1.7153  0.55
H -1.2358 4.3955 -0.3860  0.40
H 1.1138 4.7960 0.2846  0.45
H 1.9785 5.8972 -1.7688  0.42
H 0.2441 6.1907 -1.6116  0.39
H 0.8345 4.9857 -2.7610  0.37
H 1.8198 2.7853 -1.7306  0.47
H 3.8502 2.0598 -2.2007  0.50
H 4.9931 -0.0571 -2.6386  0.34
H 4.6148 -2.9947 -0.8549  0.36
H 5.7097 -2.2008 -1.9970  0.41
H 6.1474 -2.3459 -0.2875  0.38
H 3.0715 0.8092 1.8054  0.49
H -3.2132 0.7924 3.5023  0.37
H -4.4483 -1.2044 2.7522  0.43

---

C31H35ClLaN2Si2 as an isolated structure at a distorted geometry, computed with ωB97M-V with the def2-TZVPD basis set.

Values from the calculation:
Gap between HOMO and LUMO (eV): 5.50
LUMO level (eV): -3.2
Net charge: +1
F_max (eV/A): 4.1
Energy relative to the best compared isomer or geometry (same formula, charge and spin) (kJ/mol): 0.0

Each line ends with the Mulliken charge.
Cartesian coordinates (Å):
C 1.5275 -1.8001 0.5330  -0.62
C 1.8499 -1.4159 -0.8189  -0.82
C 2.2856 -0.0491 -0.7932  -0.27
H 1.7918 -2.0631 -1.6934  0.51
C 2.2346 0.4111 0.5635  -0.57
C 1.7771 -0.6696 1.3849  -0.66
H 1.7563 -0.6820 2.4757  0.55
H 1.2969 -2.8092 0.8705  0.64
H 2.6281 0.5399 -1.6439  0.54
H 2.5618 1.3919 0.9142  0.57
La -0.2005 -0.0376 -0.1675  1.14
Si -0.6842 2.5337 -1.6403  -0.32
C -0.7714 1.7946 -3.3339  0.95
C -1.7405 2.4502 -4.1215  -1.03
H -2.3582 3.2358 -3.6732  0.32
C -1.9309 2.0921 -5.4589  -0.60
H -2.6819 2.6136 -6.0503  0.52
C -1.1626 1.0814 -6.0500  -0.67
H -1.3025 0.8341 -7.1093  0.40
C -0.2168 0.4061 -5.2629  -0.61
H 0.3641 -0.3898 -5.7258  0.40
C -0.0295 0.7361 -3.9092  0.16
H 0.6991 0.1549 -3.3221  0.18
C 0.8866 3.4696 -1.3934  1.04
C 1.8075 3.6245 -2.4461  -0.36
H 1.6438 3.1105 -3.3968  0.43
C 2.9486 4.4225 -2.2751  -0.64
H 3.6312 4.5763 -3.1096  0.40
C 3.2211 5.0328 -1.0449  -0.53
H 4.0957 5.6862 -0.9258  0.40
C 2.3567 4.7919 0.0336  -0.63
H 2.5836 5.2383 1.0002  0.42
C 1.2220 3.9886 -0.1251  -0.68
H 0.5949 3.7619 0.7441  0.33
H -1.9580 3.1223 -1.0391  -0.22
Si -2.8710 7.3445 -4.3050  0.38
C -1.2490 8.1276 -3.8456  0.53
C -0.3723 8.5935 -4.8391  -0.16
H -0.6227 8.4759 -5.8987  0.37
C 0.8353 9.2102 -4.4777  -0.65
H 1.5165 9.5574 -5.2539  0.38
C 1.1649 9.3789 -3.1262  -0.47
H 2.1031 9.8641 -2.8457  0.39
C 0.2825 8.9276 -2.1353  -0.54
H 0.5291 9.0603 -1.0825  0.38
C -0.9245 8.3112 -2.4923  -0.48
H -1.6112 7.9735 -1.7118  0.28
C -2.7012 6.5331 -5.9673  0.30
C -1.6771 5.6031 -6.1935  -0.11
H -0.9623 5.3575 -5.4027  0.59
C -1.5751 4.9740 -7.4425  -0.83
H -0.7803 4.2438 -7.6065  0.43
C -2.4815 5.2722 -8.4620  -0.43
H -2.3964 4.7759 -9.4334  0.38
C -3.5045 6.2046 -8.2346  -0.52
H -4.2135 6.4382 -9.0269  0.38
C -3.6161 6.8345 -6.9878  -0.48
H -4.4113 7.5648 -6.8032  0.33
H -3.9191 8.3902 -4.3447  -0.20
Cl -3.3694 5.9231 -2.9069  -0.27
N -1.8400 1.0591 1.5408  -0.49
C -2.5403 -0.0206 2.3146  -0.55
C -3.0410 -1.0968 1.3701  -0.60
N -1.8658 -1.7720 0.6979  -0.57
H -1.4297 1.7357 2.1941  0.25
H -2.5006 1.6302 0.9916  0.25
H -1.8131 -0.4236 3.0294  0.35
H -3.3811 0.3940 2.8842  0.39
H -3.6400 -1.8348 1.9159  0.38
H -3.6599 -0.6810 0.5660  0.33
H -1.3853 -2.4050 1.3558  0.28
H -2.2057 -2.4152 -0.0227  0.30

---

C31H35ClN2PtSi2 as an isolated structure at a distorted geometry, computed with ωB97M-V with the def2-TZVPD basis set.

Values from the calculation:
⟨S²⟩: 2.009
2S+1: 3
Gap between HOMO and LUMO (alpha / beta) (eV): 4.59 / 7.63
LUMO level (alpha / beta) (eV): 0.0 / -0.1
F_max (eV/A): 4.3
Energy relative to the best compared isomer or geometry (same formula, charge and spin) (kJ/mol): 0.0

Each line ends with the Löwdin spin population.
Cartesian coordinates (Å):
C -1.5238 -0.6383 6.1547  0.08
C -2.3583 -0.0114 5.1976  0.12
C -2.4425 -0.8566 4.0681  0.11
H -2.8437 0.9438 5.3112  0.01
C -1.6610 -2.0085 4.3221  0.08
C -1.0958 -1.8709 5.6094  0.09
H -0.4462 -2.5820 6.0916  0.01
H -1.2656 -0.2489 7.1257  0.00
H -3.0075 -0.6692 3.1720  0.00
H -1.5051 -2.8226 3.6351  0.00
Pt -0.2754 -0.1992 4.2955  1.02
Si 3.0518 0.2043 -4.3867  0.00
C 2.0570 1.7103 -4.8826  0.00
C 2.4652 2.5292 -5.9375  0.00
H 3.3606 2.2826 -6.4955  0.00
C 1.7367 3.6563 -6.2916  0.00
H 2.0680 4.2776 -7.1135  0.00
C 0.5822 3.9825 -5.5950  0.00
H 0.0113 4.8597 -5.8707  0.00
C 0.1583 3.1775 -4.5462  0.00
H -0.7442 3.4264 -4.0031  0.00
C 0.8891 2.0528 -4.1953  0.00
H 0.5394 1.4275 -3.3826  0.00
C 2.1329 -1.3679 -4.8194  0.00
C 0.9269 -1.3191 -5.5243  0.00
H 0.5036 -0.3612 -5.8015  0.00
C 0.2517 -2.4812 -5.8648  0.00
H -0.6816 -2.4235 -6.4098  0.00
C 0.7708 -3.7176 -5.5048  0.00
H 0.2436 -4.6251 -5.7688  0.00
C 1.9646 -3.7858 -4.8014  0.00
H 2.3703 -4.7468 -4.5136  0.00
C 2.6371 -2.6202 -4.4619  0.00
H 3.5644 -2.6887 -3.9055  0.00
H 3.3225 0.1824 -2.9233  0.00
Si -0.1760 0.0075 1.8236  0.11
C -0.6891 -1.5777 0.9233  0.02
C -1.7628 -1.5693 0.0293  0.01
H -2.2042 -0.6257 -0.2675  0.00
C -2.2675 -2.7476 -0.5051  0.00
H -3.0968 -2.7123 -1.2007  0.00
C -1.7011 -3.9666 -0.1627  0.00
H -2.0904 -4.8863 -0.5806  0.00
C -0.6289 -3.9970 0.7205  0.00
H -0.1730 -4.9432 0.9848  0.00
C -0.1370 -2.8174 1.2572  0.00
H 0.7033 -2.8596 1.9383  0.00
C -1.2378 1.3596 1.0135  0.02
C -2.4664 1.7088 1.5760  0.01
H -2.7784 1.2328 2.4983  0.00
C -3.2889 2.6628 0.9906  0.00
H -4.2383 2.9154 1.4467  0.00
C -2.8901 3.2940 -0.1785  0.01
H -3.5245 4.0410 -0.6386  0.00
C -1.6711 2.9608 -0.7560  0.00
H -1.3545 3.4497 -1.6688  0.00
C -0.8596 2.0025 -0.1674  0.01
H 0.0881 1.7527 -0.6273  0.00
H 4.3656 0.2817 -5.0822  0.00
Cl 1.7978 0.4129 0.9520  0.04
N 1.7747 -0.2088 4.5087  0.10
C 1.9101 0.3509 5.8358  0.01
C 1.2923 1.7456 5.8066  0.01
N 0.1252 1.7490 4.9118  0.11
H 2.1434 -1.1861 4.4666  0.01
H 2.2514 0.4019 3.8058  0.00
H 1.3136 -0.2892 6.5200  0.00
H 2.9628 0.3722 6.1917  0.00
H 1.0372 2.0709 6.8393  0.00
H 2.0463 2.4589 5.4022  0.00
H -0.7010 2.2044 5.3605  0.01
H 0.3698 2.2831 4.0457  0.00